# 1
The following is a quantum chemistry calculation of a 2-piece molecular cluster, CH3O3 overall, from the OMol25 dataset.

Geometry as XYZ:
```
7
Properties=species:S:1:pos:R:3:forces:R:3
O -2.23458 -2.17406 -2.51636 -0.8 -0.2 0.9
H -2.98412 -2.21238 -1.87998 1.0 0.1 -0.7
H -1.43276 -2.09878 -1.95095 0.1 0.2 -0.3
O 0.43566 -1.54027 -1.41049 0.6 -2.3 -2.2
O 0.00000 0.00000 0.00000 0.0 2.1 0.8
C 0.43741 -0.35425 -1.10210 -1.1 0.1 1.4
H 0.76579 0.41214 -1.84541 0.2 0.0 0.0
```
Positions in Å, forces in eV/Å.

Values from the calculation:
Calculated total energy in eV: -7229.522
Relative energy (zero: lowest compared OMol25 entry of this formula, charge and spin) in kcal/mol: 11.2
E_LUMO in eV: 4.382
Spin multiplicity: 1
Total charge: -1


# 2
The following is a quantum chemistry calculation of C4H14ClN4O4V as an isolated structure, from the OMol25 dataset.

Geometry as XYZ:
```
28
Properties=species:S:1:pos:R:3:forces:R:3
O -3.36643 -1.05488 -1.28033 3.2 -2.4 0.1
V -1.91706 -1.71141 -1.19484 -1.8 5.0 0.7
Cl -0.87162 0.57350 -0.66180 -0.8 -2.7 -0.6
C -0.91382 0.63391 3.72937 -1.7 -1.4 -0.3
O -2.03585 0.20893 3.39023 1.3 0.6 -0.3
N -0.66254 0.79222 5.04364 -0.4 0.1 0.3
N 0.10596 0.82665 2.86180 0.4 0.2 -0.1
H 0.19896 1.07114 5.46902 0.0 0.1 0.0
H -1.48543 0.54169 5.57152 0.4 0.2 0.4
H -0.03796 0.64775 1.88737 -0.1 0.2 0.0
H 1.00638 1.12145 3.18676 0.1 0.1 -0.1
C 0.30430 2.59911 -4.30066 1.3 2.6 -2.2
O 0.47234 3.03527 -5.44193 -0.8 -0.9 0.9
N 0.01988 1.31480 -4.01043 -0.1 -0.4 1.0
N 0.52026 3.44674 -3.23386 -0.2 -1.6 0.5
H -0.19394 0.67150 -4.74528 0.1 0.0 -0.1
H -0.04582 1.09141 -3.03314 -0.3 -0.5 -0.2
H 0.40610 4.43109 -3.36225 0.1 0.1 -0.1
H 0.46414 3.02770 -2.32087 -0.1 0.6 0.2
C 1.10238 -2.31678 1.12991 -1.6 -0.3 0.1
C 1.11756 -2.44215 -0.39435 1.4 0.7 1.3
O -0.18979 -2.92550 -0.83221 -1.0 -0.8 0.1
H 1.94134 -1.98459 1.73440 0.5 0.1 -0.8
H 0.87770 -3.33219 1.47912 0.0 0.1 0.3
H 0.26743 -1.68128 1.43190 -0.1 0.0 0.1
H 1.87803 -3.20024 -0.57788 -0.2 0.1 -0.9
H 1.25152 -1.52160 -0.95375 0.3 0.0 0.1
H -0.21401 -3.86424 -0.57146 -0.3 0.2 -0.2
```
Positions in Å, forces in eV/Å.

Values from the calculation:
Calculated total energy in eV: -56728.357
Relative energy (zero: lowest compared OMol25 entry of this formula, charge and spin) in kcal/mol: 27.3
E_LUMO (spin up / spin down) in eV: -8.114 / -7.430
⟨S²⟩: 0.838
Spin multiplicity: 2
Total charge: +1


# 3
The following is a quantum chemistry calculation of a 12-piece molecular cluster, C36H96O9S9 overall, from the OMol25 dataset.

Geometry as XYZ:
```
150
Properties=species:S:1:pos:R:3:forces:R:3
C 1.29223 -6.25155 2.44102 0.5 0.8 -1.0
S 2.23477 -4.82165 3.19036 2.3 -1.4 0.4
O 3.52099 -5.40531 3.78687 -1.7 0.6 -0.4
C 2.85204 -3.99832 1.67852 -0.6 -0.2 -0.4
H 1.73220 -6.49161 1.47308 0.1 0.2 -0.1
H 0.29737 -5.83999 2.27081 -0.2 -0.4 0.1
H 1.30549 -7.21526 2.95011 0.0 0.6 0.8
H 2.10891 -3.26722 1.36014 0.1 0.1 0.0
H 3.05795 -4.69975 0.87001 -0.2 -0.2 0.1
H 3.80585 -3.50964 1.87735 -0.3 0.0 0.6
C 0.79845 6.76985 2.18309 -1.3 0.0 -0.3
S 1.35205 5.07713 1.71078 0.0 -1.1 0.5
O 0.49354 4.01932 2.43424 0.8 2.0 -1.1
C 0.83768 5.05614 -0.08173 0.3 0.1 0.9
H -0.16933 6.85190 1.68833 -0.1 0.4 0.0
H 1.41618 7.62880 1.92097 0.5 -0.5 -0.6
H 0.59092 6.94767 3.23827 0.2 -0.9 0.2
H -0.24243 5.19463 -0.12951 0.1 0.0 -0.1
H 1.15565 4.09889 -0.49482 -0.3 -0.2 0.3
H 1.40241 5.79035 -0.65628 -0.1 0.4 0.3
C 4.74924 -1.80064 -3.32923 0.5 -0.1 1.8
S 5.43943 -2.65162 -1.85952 -0.5 -0.9 -0.5
O 4.89419 -4.07057 -1.88866 0.6 1.1 0.0
C 7.18753 -2.75026 -2.35239 -0.5 -0.8 -0.7
H 5.27118 -0.84374 -3.32547 -0.1 0.0 -0.6
H 3.74674 -1.60420 -2.94909 -0.2 0.0 -0.6
H 4.79573 -2.38532 -4.24796 0.1 0.1 0.2
H 7.18633 -3.13736 -3.37134 0.0 0.0 -0.1
H 7.60298 -3.55012 -1.73943 0.2 0.4 0.2
H 7.74519 -1.81372 -2.34891 -0.2 0.0 0.4
C -3.78077 1.31313 -1.88947 0.3 0.0 -0.7
S -5.23076 0.65890 -2.78606 -0.9 1.3 -1.2
O -5.11035 0.93175 -4.32442 0.5 -1.4 3.1
C -5.26508 -1.13048 -2.21596 1.1 0.0 -1.4
H -2.83455 0.88691 -2.22282 -0.1 -0.6 0.5
H -4.02295 1.25887 -0.82810 0.3 -0.5 0.0
H -3.61362 2.36970 -2.09882 -0.7 0.1 -0.3
H -6.18164 -1.54781 -2.63294 -0.1 0.2 0.3
H -5.14046 -1.29575 -1.14580 -0.5 0.7 0.1
H -4.45031 -1.71477 -2.64357 0.2 0.2 -0.3
C -1.92511 -0.30690 -4.63357 -0.2 0.3 -0.7
S -0.61647 -1.59211 -4.37954 -0.2 0.8 -0.5
O -0.73705 -2.56646 -5.52147 0.3 0.8 0.5
C 0.83706 -0.41183 -4.63322 -0.8 -0.3 -0.4
H -2.04444 0.00262 -5.67186 0.7 -0.1 -0.3
H -1.77933 0.61572 -4.07177 0.4 -0.2 0.3
H -2.94772 -0.63753 -4.45178 0.2 -0.6 0.6
H 0.68099 0.14311 -5.55831 -0.1 0.1 0.0
H 1.80846 -0.89930 -4.71604 -0.3 -0.4 0.1
H 0.86729 0.26217 -3.77712 -0.2 0.0 0.0
C 1.47702 0.10236 5.43683 -0.8 0.7 -0.7
S 2.56357 -0.13988 3.94592 0.1 -0.2 -0.5
O 1.83773 -1.04983 2.98144 0.1 0.7 0.7
C 2.53531 1.54927 3.15970 -1.0 0.4 1.8
H 1.69906 1.01285 5.99344 0.4 0.0 -0.2
H 1.41979 -0.72682 6.14201 0.7 -0.3 -0.4
H 0.45462 0.22307 5.07873 -0.1 0.0 -0.3
H 2.99471 2.27993 3.82543 1.0 -0.3 0.1
H 1.54936 2.00651 3.24296 -0.5 -0.6 -0.8
H 2.95657 1.58918 2.15519 -0.1 -0.4 0.3
C 1.56525 -4.61022 -2.98352 -0.4 -0.8 0.2
S 0.78985 -4.01292 -1.44016 -0.5 1.2 -0.5
O -0.28199 -3.03487 -1.93436 1.0 -1.4 1.1
C -0.05006 -5.50518 -0.77704 0.9 0.4 -0.9
H 0.86864 -5.08077 -3.67735 -0.6 0.3 0.2
H 2.31336 -5.38108 -2.79854 0.4 0.4 0.3
H 1.97876 -3.72825 -3.47266 0.1 -0.1 0.3
H -0.68020 -5.22332 0.06652 -0.4 0.3 -0.5
H 0.69955 -6.17277 -0.35220 0.1 -0.1 -0.4
H -0.51430 -5.89829 -1.68150 -0.6 -0.4 0.6
C -0.10248 1.31235 1.05020 0.1 -1.1 -0.4
S -0.31740 0.48854 -0.60571 0.4 0.7 -0.2
O -0.13023 1.58735 -1.65166 0.0 -0.7 0.7
C 1.25437 -0.44541 -0.55345 0.5 -0.4 0.4
H 0.34059 0.56216 1.70518 0.4 -0.1 -0.1
H -1.02927 1.54727 1.57361 -0.2 0.5 -0.7
H 0.57302 2.15413 0.89795 -0.3 0.0 0.1
H 1.87208 -0.02186 0.23848 0.1 0.0 -0.1
H 1.81490 -0.50057 -1.48666 -0.4 0.9 -0.4
H 1.14792 -1.51515 -0.37345 -0.8 0.1 0.5
C 2.38936 2.80832 -4.08706 1.2 0.8 -0.3
S 4.13481 2.21777 -4.20377 -1.9 -2.3 -1.7
O 3.96962 0.70679 -4.58908 0.7 2.9 0.6
C 4.56259 3.14081 -5.77054 -0.1 -0.5 1.3
H 1.86494 2.69021 -5.03529 0.1 -0.7 0.1
H 2.52164 3.88728 -4.00678 -0.2 0.2 0.5
H 1.88894 2.37994 -3.21864 0.0 0.0 -0.1
H 3.83161 2.86680 -6.53126 0.4 -0.2 -0.1
H 5.59651 2.83405 -5.92869 -0.2 -0.1 -0.5
H 4.54794 4.21385 -5.57960 -0.1 0.0 0.1
C -9.50639 2.64337 3.54824 0.6 0.5 0.2
C -8.14681 2.52495 2.79688 -1.3 0.3 0.4
C -7.04258 1.81493 3.57603 -0.1 -1.2 -0.9
C -5.74188 1.57670 2.76370 -0.9 0.0 1.5
C -4.96017 0.31875 3.27348 1.1 1.5 -1.2
C -3.49855 0.53449 2.74757 -0.9 -1.7 0.3
H -9.37364 3.09573 4.53102 -0.1 -0.1 0.1
H -10.00226 1.68024 3.66904 0.2 -0.1 0.1
H -10.20920 3.27799 3.00839 0.1 0.1 -0.1
H -8.49841 2.01164 1.90191 0.9 -0.4 -0.3
H -7.82112 3.50494 2.44810 0.1 0.2 0.2
H -7.38533 0.80024 3.77861 -0.4 -0.2 0.2
H -6.85452 2.22132 4.56980 0.1 0.4 -0.1
H -6.04278 1.52441 1.71736 0.2 -0.5 -0.2
H -5.13262 2.47839 2.82570 0.3 -0.1 0.1
H -4.93207 0.14072 4.34847 -0.3 0.7 0.2
H -5.39708 -0.60296 2.88922 0.0 0.0 -0.4
H -3.09152 1.51099 3.01000 -0.1 -0.1 -0.1
H -2.87257 -0.26913 3.13544 0.4 0.1 0.1
H -3.52134 0.35418 1.67283 0.2 0.5 -0.2
C 4.75897 0.67900 0.54055 -0.3 -0.6 0.5
C 4.19962 1.62197 -0.47865 -0.3 -0.7 -1.0
C 5.16976 2.74026 -0.81065 -0.2 -0.1 -0.1
C 4.56033 4.07548 -0.54747 0.8 1.3 -1.4
C 5.51428 5.24218 -0.99934 -1.1 0.6 1.8
C 4.93321 6.59193 -0.52761 0.0 0.3 -1.0
H 5.12243 1.22575 1.41063 0.4 -0.1 0.0
H 5.53174 0.06896 0.07281 0.3 0.1 0.3
H 4.01390 -0.02012 0.92029 -0.1 -0.2 -0.1
H 3.99059 1.04726 -1.38093 0.2 -0.2 -0.3
H 3.17489 1.92799 -0.26806 0.0 0.7 0.6
H 5.45758 2.68982 -1.86075 0.3 -0.1 0.1
H 6.06025 2.66972 -0.18603 0.2 -0.2 -0.1
H 3.65384 4.18403 -1.14295 -0.3 0.0 0.0
H 4.26749 4.12310 0.50137 0.1 0.5 0.1
H 6.46988 5.17386 -0.47947 0.2 -0.4 -0.1
H 5.72944 5.33846 -2.06355 -0.2 -0.6 -0.1
H 4.08439 6.95461 -1.10731 -0.6 -0.6 -0.1
H 4.63037 6.57009 0.51924 0.3 0.2 0.0
H 5.62997 7.38744 -0.79181 0.4 0.1 0.8
C -5.99209 -3.63438 2.65526 0.8 0.3 -0.6
C -5.25622 -3.66447 1.30524 -1.1 -0.1 -1.1
C -4.10996 -4.63246 1.10637 1.0 0.6 1.4
C -2.88899 -4.17285 1.94313 0.8 1.3 -1.4
C -2.18499 -2.89118 1.35704 0.0 -1.9 -0.9
C -0.92790 -2.52220 2.05047 -0.4 2.0 2.0
H -5.43557 -3.10272 3.42708 0.4 -0.4 0.1
H -6.15836 -4.67607 2.92972 -0.4 0.2 0.4
H -6.88433 -3.01278 2.58025 -0.4 -0.5 -0.2
H -5.93117 -4.01647 0.52508 -0.8 0.1 0.1
H -5.02611 -2.66269 0.94249 0.4 0.2 0.3
H -3.87795 -4.70081 0.04355 0.3 0.3 0.0
H -4.41879 -5.64373 1.37109 -0.1 -0.1 0.3
H -3.12171 -3.87245 2.96475 -0.3 -0.6 0.2
H -2.08593 -4.90986 1.94363 -0.1 -0.4 0.3
H -1.72062 -3.08833 0.39082 -1.1 -0.3 -0.9
H -2.84647 -2.03269 1.24066 -0.1 -0.1 0.2
H -1.14394 -2.20081 3.06935 0.1 -0.4 0.6
H -0.10967 -3.23900 2.11999 -0.1 0.1 -0.5
H -0.68401 -1.53805 1.65038 1.0 -0.3 -0.4
```
Positions in Å, forces in eV/Å.

Values from the calculation:
Calculated total energy in eV: -154822.869
Relative energy (zero: lowest compared OMol25 entry of this formula, charge and spin) in kcal/mol: 18.7
E_LUMO in eV: 0.063
Spin multiplicity: 1
Total charge: 0


# 4
The following is a quantum chemistry calculation of C33H25ClN12O4TaTe as an isolated structure, from the OMol25 dataset.

Geometry as XYZ:
```
77
Properties=species:S:1:pos:R:3:forces:R:3
Ta -0.09355 0.49333 0.01566 0.7 0.7 -0.7
Cl 4.56923 2.70006 5.42843 0.0 0.0 0.0
C 3.68991 2.10371 4.06406 -0.1 0.1 0.1
C 4.19695 1.02223 3.34227 0.0 -0.1 -0.1
C 3.52167 0.52316 2.24581 0.0 0.1 0.1
C 2.31217 1.10878 1.88744 -0.3 0.3 0.3
O 1.60474 0.66816 0.85816 0.2 -0.4 -0.7
C 1.79652 2.19856 2.60406 0.1 -0.1 -0.1
C 0.64578 2.89562 2.09765 0.3 0.0 0.1
N -0.10545 2.51605 1.12067 0.1 0.0 0.4
C -1.03383 3.46349 0.64715 -0.2 0.2 0.0
C -1.78428 4.33784 1.38550 0.1 -0.1 0.0
C -2.53591 5.33344 0.72719 0.0 0.1 0.0
C -2.49632 5.46235 -0.63334 0.0 0.0 0.0
C -1.74495 4.55003 -1.41292 0.0 -0.1 0.1
C -1.64729 4.59802 -2.81844 0.0 0.0 0.0
C -0.92154 3.63417 -3.45426 0.0 0.0 0.0
C -0.36230 2.58045 -2.71030 0.2 0.0 0.0
N -0.43945 2.47827 -1.39727 -0.1 0.2 -0.3
C -1.06987 3.50474 -0.75783 -0.2 0.0 0.1
C 2.50856 2.70661 3.69766 0.1 -0.1 0.0
H 5.13309 0.57761 3.64990 0.0 0.0 0.0
H 3.91826 -0.30021 1.66897 0.0 0.0 0.0
H 0.46271 3.87258 2.54411 -0.1 0.0 0.0
H -1.79994 4.27751 2.46590 0.0 0.0 0.0
H -3.12321 6.02168 1.31905 0.0 0.0 0.0
H -3.04114 6.25357 -1.13071 0.0 0.0 0.0
H -2.12987 5.39676 -3.36696 0.0 0.0 0.0
H -0.78250 3.64009 -4.52527 0.0 0.0 0.0
H 0.19462 1.83092 -3.24276 0.0 -0.2 0.0
H 2.14080 3.56299 4.24733 0.0 0.0 0.0
N -5.18843 1.62265 -0.71615 0.0 0.0 0.0
C -3.88285 1.89816 -0.78102 0.1 0.0 0.1
N -3.18623 0.78731 -0.90025 -0.1 0.0 -0.2
C -4.16155 -0.17658 -0.90865 -0.1 0.1 -0.1
N -5.38510 0.30486 -0.79804 0.0 -0.1 0.0
C -3.99891 -1.63741 -1.04202 0.0 -0.1 0.1
C -5.12918 -2.44857 -0.87659 0.1 0.0 0.0
N -5.07382 -3.76505 -0.98037 0.0 0.0 0.0
C -3.88309 -4.28602 -1.25299 0.1 0.0 0.0
C -2.76503 -3.48775 -1.42275 0.0 0.0 0.0
N -2.80790 -2.16068 -1.32155 -0.1 0.1 0.0
H -5.96783 2.25050 -0.60714 0.0 0.0 0.0
H -3.50393 2.90259 -0.70839 0.0 0.0 0.0
H -6.08945 -2.00507 -0.65568 0.0 0.0 0.0
H -3.81542 -5.36290 -1.34259 0.0 0.0 0.0
H -1.81007 -3.94430 -1.65085 0.1 0.0 0.0
Te -1.55035 -0.12792 1.92083 -0.6 -0.5 0.2
O 5.51302 -3.73048 3.94812 0.0 0.1 0.0
C 4.60164 -4.76583 3.75302 0.0 -0.1 -0.1
N 3.79125 -4.57143 2.55346 0.0 -0.1 0.0
C 3.00519 -3.48451 2.47153 0.0 0.1 -0.1
O 2.92574 -2.67500 3.38420 0.0 0.0 0.1
C 2.22213 -3.25981 1.20336 0.1 -0.2 0.0
C 2.14848 -4.13270 0.12348 0.0 0.1 0.1
C 1.34910 -3.78109 -0.94502 0.0 0.1 0.0
C 0.67732 -2.57036 -0.91875 -0.1 0.0 0.1
N 0.78371 -1.69036 0.08862 0.1 -0.4 -0.2
C 1.53111 -2.06983 1.13985 -0.2 0.4 -0.1
H 4.99560 -2.94648 4.18036 0.0 -0.1 0.0
H 3.93205 -4.87911 4.60903 0.0 0.0 0.0
H 5.16921 -5.68286 3.61130 0.0 0.0 0.1
H 3.91229 -5.19076 1.77298 0.0 0.1 0.0
H 2.67929 -5.07545 0.10765 0.0 0.0 0.0
H 1.24160 -4.42372 -1.80679 0.0 0.0 0.0
H 0.00590 -2.31519 -1.71927 0.0 0.1 0.0
H 1.58145 -1.40071 1.98529 0.0 0.0 0.0
N -1.15602 -0.81536 -3.94657 0.2 0.0 0.0
C -0.14382 -0.47550 -3.12979 -0.4 -0.1 0.1
O -0.49518 -0.13879 -1.93225 0.3 0.1 1.0
C 1.18832 -0.46923 -3.53328 -0.1 0.1 -0.1
C 1.52494 -0.86958 -4.84956 0.1 -0.2 0.1
N 1.71787 -1.25448 -5.91758 0.0 0.1 -0.1
C 2.13496 -0.01604 -2.59032 0.1 -0.1 0.1
N 2.83240 0.35851 -1.75002 0.0 0.1 0.0
H -2.06754 -0.91142 -3.53107 0.0 0.0 0.0
H -0.98652 -1.13881 -4.88467 0.0 0.0 0.0
```
Positions in Å, forces in eV/Å.

Values from the calculation:
Calculated total energy in eV: -82063.143
Relative energy (zero: lowest compared OMol25 entry of this formula, charge and spin) in kcal/mol: 9.4
E_LUMO in eV: -3.689
Spin multiplicity: 1
Total charge: +1


Number 1: strongest force on any atom 3.28 eV/A. Number 2: strongest force on any atom 5.39 eV/A. Number 3: strongest force on any atom 3.43 eV/A. Number 4: strongest force on any atom 1.24 eV/A.